[1]
{"formula": "C4H36BO26", "method": "ωB97M-V/def2-TZVPD", "largest_force_ev_per_a": 9.0, "orbital_gap_ha": 0.3374, "charge": -1, "e_lumo_ev": 1.741, "relative_energy_kj_mol": 210.39, "elements": ["H", "H", "H", "H", "O", "O", "H", "O", "C", "O", "H", "H", "O", "O", "H", "H", "C", "O", "O", "H", "H", "O", "O", "O", "O", "H", "H", "O", "H", "O", "H", "H", "H", "H", "O", "H", "C", "H", "H", "O", "O", "B", "O", "O", "H", "H", "H", "H", "H", "O", "H", "H", "O", "O", "H", "H", "O", "H", "C", "O", "H", "H", "H", "O", "O", "H", "H"], "coordinates": [[-2.60, 26.45, 9.17], [0.12, 27.89, 6.56], [2.98, 24.23, 13.35], [2.97, 25.80, 13.02], [6.51, 27.23, 9.27], [4.38, 28.49, 7.61], [5.38, 24.62, 10.49], [4.14, 25.89, 10.12], [3.72, 28.01, 11.01], [3.24, 24.89, 12.72], [3.31, 22.84, 7.77], [-2.68, 26.93, 14.34], [6.12, 24.43, 11.05], [-3.46, 29.26, 7.90], [6.31, 28.07, 8.86], [-1.53, 25.02, 9.79], [-0.27, 28.69, 9.80], [0.53, 27.72, 11.62], [5.58, 25.68, 7.25], [3.01, 27.81, 13.51], [3.96, 29.15, 7.11], [0.95, 28.66, 9.56], [-3.84, 26.50, 11.33], [-0.87, 25.67, 9.52], [7.30, 27.00, 11.84], [3.65, 23.53, 11.44], [5.97, 23.54, 11.45], [0.08, 28.86, 6.47], [3.57, 22.14, 11.20], [-3.29, 26.59, 8.57], [-4.48, 26.75, 10.67], [-2.57, 29.57, 8.11], [3.79, 27.74, 7.62], [3.11, 25.80, 7.87], [0.97, 24.32, 11.40], [-0.14, 25.30, 10.00], [3.34, 26.83, 10.28], [6.55, 27.42, 12.22], [-2.21, 24.96, 11.74], [2.12, 26.71, 10.14], [2.68, 26.46, 7.30], [1.60, 27.96, 10.64], [-1.63, 27.90, 11.60], [-1.68, 24.62, 12.44], [5.55, 26.22, 8.03], [6.20, 25.03, 7.58], [0.20, 24.36, 11.96], [-3.49, 28.31, 8.09], [-3.53, 25.75, 8.13], [2.72, 28.70, 11.24], [1.56, 27.49, 13.62], [1.68, 24.65, 11.94], [3.27, 23.68, 8.27], [-1.11, 29.12, 9.03], [-1.97, 25.13, 13.15], [7.07, 26.08, 11.89], [3.67, 22.94, 10.73], [-0.33, 29.17, 7.28], [-0.51, 28.11, 11.10], [4.73, 28.18, 11.67], [3.26, 23.44, 9.20], [-3.19, 27.17, 11.26], [6.50, 27.38, 10.23], [-1.77, 27.04, 14.18], [2.41, 27.10, 13.79], [1.80, 26.23, 7.56], [-1.66, 27.51, 13.37]]}


[2]
{"formula": "C5H13N2", "method": "ωB97M-V/def2-TZVPD", "largest_force_ev_per_a": 4.9, "orbital_gap_ha": 0.3969, "smiles": "CCCCNC=[NH2+]", "charge": 1, "e_lumo_ev": -3.642, "relative_energy_kj_mol": 212.09, "elements": ["H", "H", "H", "H", "C", "C", "H", "H", "N", "C", "C", "H", "H", "H", "H", "H", "H", "N", "C", "H"], "coordinates": [[1.58, 1.44, 0.44], [-0.94, -0.88, -1.35], [0.62, 1.24, -1.83], [1.27, -0.43, -2.01], [2.38, -0.65, 0.67], [1.88, 0.51, -0.21], [2.71, 0.85, -0.80], [2.28, -1.55, 0.20], [-3.05, -0.62, 0.65], [-0.44, -0.21, -0.61], [0.78, 0.38, -1.24], [-2.79, -1.30, -0.06], [-3.44, -0.95, 1.58], [-0.30, -0.88, 0.18], [1.82, -0.65, 1.61], [3.50, -0.56, 0.86], [-2.75, 1.16, 1.44], [-1.38, 0.78, -0.02], [-2.44, 0.51, 0.66], [-1.27, 1.81, -0.17]]}


[3]
{"formula": "C5H13N", "method": "ωB97M-V/def2-TZVPD", "largest_force_ev_per_a": 5.8, "orbital_gap_ha": 0.3120, "e_lumo_ev": -0.004, "relative_energy_kj_mol": 463.31, "elements": ["H", "H", "H", "C", "C", "H", "H", "H", "H", "H", "H", "H", "N", "C", "H", "H", "C", "H", "C"], "coordinates": [[2.12, -1.66, -2.53], [-3.42, 0.08, 2.06], [1.77, 1.49, 1.46], [0.92, 1.38, 0.80], [1.35, -0.92, -2.35], [-2.52, -1.41, 1.68], [1.12, -0.67, 0.66], [-1.22, 0.33, -0.40], [-2.24, -0.48, 3.18], [2.66, 0.44, -1.23], [1.15, 1.07, -1.84], [-0.22, -0.81, -1.11], [-0.62, -0.48, -0.23], [-2.44, -0.41, 2.10], [0.58, -0.74, -3.08], [0.29, 2.24, 0.63], [1.69, 0.16, -1.61], [-1.66, 0.16, 1.63], [0.70, 0.22, 0.18]]}


[4]
{"formula": "C3H5NS", "method": "ωB97M-V/def2-TZVPD", "largest_force_ev_per_a": 5.2, "orbital_gap_ha": 0.2954, "smiles": "S=CN1CC1", "e_lumo_ev": -0.543, "relative_energy_kj_mol": 409.84, "elements": ["H", "C", "H", "C", "H", "H", "S", "C", "N", "H"], "coordinates": [[1.67, 0.57, -0.09], [0.72, 0.94, -0.79], [-0.54, -2.06, -0.37], [-0.92, 0.11, 0.85], [-0.54, 0.56, 1.72], [-2.10, 0.19, 1.12], [1.49, 1.38, -2.24], [-0.24, -1.04, 0.21], [-0.52, 0.40, -0.49], [0.97, -1.04, 0.07]]}


[5]
{"formula": "C3H5NO", "method": "ωB97M-V/def2-TZVPD", "largest_force_ev_per_a": 3.9, "orbital_gap_ha": 0.3212, "e_lumo_ev": 0.902, "relative_energy_kj_mol": 619.24, "elements": ["H", "H", "C", "H", "H", "N", "O", "C", "H", "C"], "coordinates": [[0.55, 0.49, -1.43], [2.68, -1.15, 0.56], [1.84, -0.63, 0.09], [-1.94, -0.16, -1.11], [-0.63, 1.31, 1.08], [-0.78, 1.22, 0.08], [0.88, -0.36, 0.92], [-1.27, -0.13, -0.27], [-1.46, -0.84, 0.53], [0.12, 0.27, -0.44]]}


[6]
{"formula": "C5H8Li2O4", "method": "ωB97M-V/def2-TZVPD", "largest_force_ev_per_a": 2.6, "orbital_gap_ha": 0.3053, "e_lumo_ev": 0.047, "relative_energy_kj_mol": 93.44, "elements": ["O", "C", "Li", "H", "O", "H", "C", "C", "H", "H", "C", "H", "H", "O", "H", "H", "O", "Li", "C"], "coordinates": [[-1.01, 3.40, 0.30], [-0.72, -2.54, 1.49], [-1.58, 2.39, -1.54], [1.69, 0.90, -0.57], [0.37, 2.45, -1.07], [0.33, -0.73, -2.09], [-0.07, 0.12, -1.51], [-0.04, 2.64, 0.28], [1.24, -1.88, 0.74], [0.05, -0.61, -0.16], [0.99, 1.21, -1.37], [-0.93, -3.17, 0.61], [-0.29, -3.19, 2.28], [0.45, -0.54, 2.00], [1.53, 1.33, -2.32], [-1.65, -2.09, 1.87], [-1.26, 0.52, -1.84], [0.61, 1.26, 1.78], [0.27, -1.47, 1.12]]}


[7]
{"formula": "C2H5S", "method": "ωB97M-V/def2-TZVPD", "largest_force_ev_per_a": 3.9, "orbital_gap_ha": 0.2350, "charge": -1, "e_lumo_ev": 3.945, "relative_energy_kj_mol": 126.67, "elements": ["C", "H", "H", "H", "C", "H", "H", "S"], "coordinates": [[-0.23, -1.67, -0.55], [-0.53, -0.63, 1.32], [-0.90, -2.49, -0.24], [0.12, 3.44, 0.19], [-0.09, -0.56, 0.28], [-0.27, -1.37, -1.57], [0.57, 0.22, -0.14], [1.33, 3.07, 0.72]]}


[8]
{"formula": "C2H3ClO2S", "method": "ωB97M-V/def2-TZVPD", "largest_force_ev_per_a": 4.8, "orbital_gap_ha": 0.3589, "smiles": "O=C(Cl)CSO", "e_lumo_ev": 0.360, "relative_energy_kj_mol": 58.27, "elements": ["C", "Cl", "O", "H", "C", "H", "S", "O", "H"], "coordinates": [[-0.41, -0.10, 0.40], [-2.89, 0.73, 0.03], [1.63, 0.94, -0.99], [-0.75, -0.17, 1.39], [-1.59, -0.42, -0.44], [0.26, -0.86, 0.22], [0.27, 1.38, -0.16], [-1.66, -1.07, -1.43], [1.60, 0.93, -1.89]]}


[9]
{"formula": "C40H35F5GeN3RuSe", "method": "ωB97M-V/def2-TZVPD", "spin_multiplicity": 2, "largest_force_ev_per_a": 5.4, "orbital_gap_ha": [0.1755, 0.1673], "charge": 2, "e_lumo_ev": [-7.588, -7.605], "elements": ["C", "C", "C", "N", "H", "H", "H", "F", "Ru", "C", "C", "C", "H", "C", "C", "H", "H", "C", "C", "C", "N", "H", "H", "H", "H", "H", "H", "C", "C", "F", "H", "H", "H", "C", "C", "F", "H", "H", "H", "C", "H", "H", "H", "C", "C", "C", "Se", "H", "C", "H", "H", "C", "C", "C", "H", "C", "C", "H", "H", "H", "C", "C", "C", "C", "C", "H", "F", "C", "C", "H", "N", "C", "C", "H", "Ge", "C", "H", "C", "C", "C", "H", "F", "H", "C", "H", "C"], "coordinates": [[-0.87, -0.72, -5.84], [-5.71, 1.89, 1.43], [-0.30, -1.98, -5.91], [-0.41, 0.04, -2.21], [0.74, 6.27, -1.10], [-2.44, 0.64, -2.41], [-4.35, 3.40, 0.77], [2.35, -0.12, 1.39], [1.02, -1.02, -0.61], [0.13, -1.19, 4.05], [2.31, -0.74, 4.98], [-1.77, 0.15, -1.69], [-0.85, 6.31, -2.98], [2.12, -3.97, -1.32], [0.31, 1.32, -2.24], [0.35, -6.98, -2.99], [3.50, -2.16, 1.13], [-4.75, 0.03, 2.62], [2.77, -0.40, 3.71], [-3.49, 0.58, 2.47], [2.66, -2.82, -0.67], [0.60, 2.62, 6.01], [-6.58, 2.40, 1.05], [-2.74, 4.74, -3.03], [3.45, -5.44, -0.51], [0.45, 4.68, 0.74], [1.28, 1.18, -2.73], [-0.24, 4.67, -0.10], [2.35, 2.61, 3.12], [-1.15, -1.52, 4.19], [-4.86, -0.90, 3.16], [0.45, 1.69, -1.21], [3.20, -2.02, -2.55], [0.38, -4.86, -2.78], [-0.39, -0.63, -3.48], [0.51, -1.43, 6.35], [-2.16, -0.85, -1.48], [2.61, -3.70, 1.22], [-1.28, 2.46, 4.43], [-1.30, 3.76, -0.12], [4.24, -3.63, 0.51], [3.45, -0.90, -1.15], [2.92, 2.73, 5.17], [0.80, 2.57, 4.95], [-2.20, 3.78, -1.19], [3.51, -1.96, -1.50], [-0.57, -1.03, 1.27], [-1.28, 0.96, -4.58], [-0.88, -0.04, -4.62], [-0.24, 2.10, -2.79], [-3.02, 3.08, -1.23], [-0.01, 2.46, 2.69], [0.13, -1.95, -3.52], [-2.04, 4.70, -2.21], [1.50, 2.50, 1.15], [1.30, 2.52, 2.22], [3.29, -3.10, 0.62], [0.68, -3.55, -4.85], [-1.29, -0.26, -6.71], [-1.76, 0.73, -0.76], [2.59, -5.26, -1.13], [-0.26, 2.48, 4.06], [1.03, -3.75, -2.21], [-5.85, 0.67, 2.08], [-0.98, 5.60, -2.18], [-2.63, 0.09, 2.91], [4.02, 0.01, 3.53], [0.97, -1.13, 5.15], [-3.34, 1.77, 1.76], [-6.83, 0.23, 2.19], [0.63, -2.46, -2.37], [2.10, 2.64, 4.48], [-4.45, 2.44, 1.26], [2.37, -7.33, -1.61], [-1.54, 2.52, 1.42], [0.20, -2.59, -4.78], [-0.52, -4.71, -3.36], [0.58, -0.88, 2.76], [-0.08, 5.58, -1.13], [1.98, -6.33, -1.76], [-0.24, -2.49, -6.86], [3.12, -0.66, 6.03], [3.36, 2.67, 2.75], [1.90, -0.47, 2.63], [4.56, -2.26, -1.44], [0.86, -6.13, -2.55]]}


[10]
{"formula": "C23H19LiO4S2", "method": "ωB97M-V/def2-TZVPD", "largest_force_ev_per_a": 1.8, "orbital_gap_ha": 0.2051, "e_lumo_ev": -0.383, "relative_energy_kj_mol": 0.00, "elements": ["H", "H", "C", "H", "C", "H", "H", "H", "H", "Li", "C", "C", "C", "C", "C", "O", "C", "H", "C", "O", "H", "C", "C", "C", "H", "C", "H", "H", "C", "H", "C", "S", "H", "C", "C", "C", "H", "C", "S", "H", "C", "H", "C", "C", "H", "C", "H", "O", "O"], "coordinates": [[-6.64, -1.46, 1.79], [4.03, 6.07, -2.92], [0.33, -4.86, 0.34], [1.35, -1.91, -1.03], [0.94, -2.61, -0.31], [2.41, 2.34, 0.79], [2.97, 4.75, 1.94], [-4.06, -4.77, 0.78], [2.78, 1.33, -1.82], [5.23, 3.17, -2.08], [-5.45, -3.22, 1.37], [3.51, 2.69, -3.38], [-0.07, -3.01, 1.85], [-3.57, -1.43, 0.30], [0.44, -2.13, 0.89], [0.92, -0.17, 2.54], [3.00, 4.51, 0.88], [-1.14, 1.00, 3.04], [0.89, -3.98, -0.59], [1.15, 0.26, 0.08], [-6.17, -3.91, 1.80], [-0.15, -4.37, 1.56], [3.02, 3.32, -1.11], [-3.35, -2.81, 0.23], [1.28, -4.34, -1.54], [3.38, 4.69, -1.41], [0.27, -5.92, 0.12], [-0.43, -2.62, 2.81], [3.80, 5.02, -2.70], [-2.45, -3.18, -0.25], [3.10, 2.33, -2.09], [-2.30, -0.28, -0.29], [4.19, 4.28, -4.68], [2.73, 3.25, 0.30], [-4.77, -0.95, 0.84], [3.30, 5.42, -0.18], [-4.96, 0.12, 0.85], [-1.78, 0.80, 2.19], [0.46, -0.36, 1.18], [-0.59, -5.06, 2.30], [-4.27, -3.70, 0.80], [3.49, 6.49, -0.09], [-5.71, -1.85, 1.37], [3.87, 4.02, -3.67], [-2.82, 1.10, 2.15], [-1.27, 0.15, 1.13], [3.57, 1.93, -4.15], [-1.48, -1.05, -1.20], [-2.98, 0.92, -0.72]]}


[11]
{"formula": "C20H20N2O4", "method": "ωB97M-V/def2-TZVPD", "largest_force_ev_per_a": 1.2, "orbital_gap_ha": 0.3197, "smiles": "CCOc1ccc(OCc2ccc(C(=O)NCc3ccncc3)o2)cc1", "e_lumo_ev": 0.612, "relative_energy_kj_mol": 222.68, "elements": ["C", "H", "C", "C", "C", "H", "O", "C", "H", "H", "H", "H", "H", "H", "H", "O", "C", "H", "C", "C", "C", "N", "H", "C", "O", "C", "H", "C", "C", "H", "H", "H", "C", "H", "N", "C", "C", "H", "C", "H", "C", "H", "C", "C", "O", "H"], "coordinates": [[-4.95, 0.39, 0.81], [6.16, -2.48, 2.09], [0.62, 1.79, -0.80], [6.90, -3.04, 0.15], [0.85, 3.12, -1.02], [-4.63, -1.67, -1.84], [-1.55, 1.25, -0.10], [3.93, 1.88, 0.56], [-9.52, -1.52, 1.12], [7.22, -4.03, 0.45], [-2.41, -0.65, -1.90], [-3.43, 1.71, 1.52], [-8.47, -2.79, 0.47], [0.18, 3.82, -1.46], [3.27, -0.04, 0.83], [1.69, 1.22, -0.22], [-4.36, -0.92, -1.11], [-7.14, -1.11, 1.75], [-3.70, 0.96, 0.78], [-2.76, 0.61, -0.18], [6.14, -0.59, -0.71], [7.11, -2.73, -1.12], [-9.07, -1.52, -0.59], [-8.72, -1.74, 0.41], [-6.50, -1.20, -0.22], [2.63, 2.19, -0.05], [-5.65, 0.69, 1.57], [-0.57, 0.94, -1.08], [-3.11, -0.35, -1.13], [5.86, 0.38, -1.08], [6.93, -1.31, -2.57], [-0.28, -0.11, -1.02], [-5.30, -0.57, -0.14], [-0.96, 1.16, -2.08], [4.04, 0.60, 1.00], [6.31, -2.18, 1.06], [2.15, 3.38, -0.54], [2.68, 4.31, -0.54], [-7.50, -0.89, 0.73], [-7.76, 0.18, 0.67], [6.73, -1.53, -1.53], [5.05, -0.39, 2.52], [5.26, 0.07, 1.55], [5.92, -0.92, 0.63], [4.82, 2.70, 0.66], [5.92, 0.94, 1.70]]}


[12]
{"formula": "C4H16NO3", "method": "ωB97M-V/def2-TZVPD", "largest_force_ev_per_a": 1.7, "orbital_gap_ha": 0.3910, "charge": 1, "e_lumo_ev": -4.090, "relative_energy_kj_mol": 116.65, "elements": ["C", "O", "H", "H", "H", "H", "H", "O", "H", "N", "H", "C", "H", "H", "H", "H", "O", "H", "H", "C", "H", "H", "H", "C"], "coordinates": [[0.85, 1.24, 0.98], [-0.03, -1.41, 2.12], [0.42, -2.26, 2.21], [0.37, 0.54, -3.39], [1.39, 1.76, 1.76], [0.93, 0.18, 1.22], [-2.76, -2.73, 1.35], [-2.30, -2.43, 0.56], [-1.00, 2.15, 0.00], [0.84, 0.76, -1.44], [-2.66, -2.86, -0.24], [1.61, 1.39, -0.36], [1.58, 1.91, -2.96], [-1.23, 0.84, 1.23], [-0.87, 2.43, 1.64], [2.60, 0.96, -0.21], [-0.41, -1.60, -1.18], [1.77, 2.44, -0.58], [-0.20, -2.38, -1.70], [-0.60, 1.67, 0.90], [0.37, -0.14, -1.24], [-0.63, -1.90, -0.27], [-0.95, -1.66, 2.23], [0.92, 1.11, -2.65]]}